Record 1
{
  "formula": "C3H13N3",
  "method": "ωB97M-V/def2-TZVPD",
  "e_tot_ev": -7790.832,
  "smiles": "CNC.NCN",
  "de_lowest_kcal_mol": 27.5,
  "homo_ev": -8.6,
  "lumo_ha": 0.0316,
  "total_charge": 0,
  "homo_lumo_gap_ev": 9.4,
  "fmax_ev_per_a": 1.94,
  "multiplicity": 1,
  "elements": ["C", "N", "C", "H", "H", "H", "H", "H", "H", "H", "N", "C", "N", "H", "H", "H", "H", "H", "H"],
  "xyz": [[-2.02994, 0.51065, 0.56203], [-1.50734, 1.79008, 1.05479], [-0.91852, 2.67502, 0.03331], [-1.51645, 0.14935, -0.35126], [-1.75533, -0.36124, 1.17815], [-3.10109, 0.34802, 0.46790], [-0.79285, 1.40922, 1.65733], [-1.70441, 2.93161, -0.66110], [-0.07689, 2.13487, -0.41435], [-0.45201, 3.54314, 0.49508], [2.30320, -2.58048, -0.35202], [1.41615, -1.45262, -0.09194], [0.66201, -0.99110, -1.24948], [2.28337, -3.19736, 0.45836], [3.26864, -2.30514, -0.19259], [0.62522, -1.66678, 0.63418], [1.98919, -0.61283, 0.32541], [0.11820, -1.77232, -1.56848], [1.18885, -0.55211, -1.98535]]
}

Record 2
{
  "formula": "C40H56F3InN5O6S3Si2",
  "method": "ωB97M-V/def2-TZVPD",
  "e_tot_ev": -123718.940,
  "de_lowest_kcal_mol": 27.2,
  "homo_ev": -4.8,
  "lumo_ha": 0.0721,
  "total_charge": -1,
  "homo_lumo_gap_ev": 6.8,
  "fmax_ev_per_a": 8.79,
  "multiplicity": 1,
  "elements": ["In", "C", "C", "C", "C", "C", "C", "N", "N", "Si", "C", "C", "C", "H", "H", "H", "H", "H", "H", "H", "H", "H", "H", "H", "H", "H", "H", "H", "F", "C", "F", "F", "C", "C", "C", "C", "C", "C", "C", "C", "H", "H", "H", "H", "S", "C", "N", "C", "C", "N", "H", "H", "H", "H", "H", "H", "O", "S", "O", "N", "C", "O", "C", "C", "C", "C", "C", "C", "H", "H", "H", "H", "C", "C", "C", "C", "O", "Si", "S", "O", "C", "C", "C", "C", "O", "C", "C", "C", "C", "H", "H", "H", "H", "H", "H", "H", "H", "H", "H", "H", "H", "H", "H", "H", "H", "H", "H", "H", "H", "H", "H", "H", "H", "H", "H", "H"],
  "xyz": [[-0.78946, 0.78574, -0.14715], [-3.80568, 3.79359, 0.98230], [-4.04751, 2.83540, -0.14319], [-5.22370, 2.94514, -0.87600], [-5.27176, 2.25703, -2.07506], [-4.21865, 1.43822, -2.46805], [-3.02679, 1.41645, -1.70651], [-2.96860, 2.02940, -0.47915], [-1.94335, 0.68418, -2.06307], [-1.58819, 0.11400, -3.66002], [-2.72290, 0.56811, -5.10125], [0.16410, 0.68126, -4.18020], [-1.75682, -1.72343, -3.52562], [-4.14895, 4.81686, 0.69841], [-2.74194, 3.80338, 1.15610], [-4.32371, 3.57345, 1.93897], [-6.00742, 3.60112, -0.57891], [-6.16810, 2.32870, -2.66667], [-4.26152, 0.80726, -3.36575], [-3.03577, 1.61672, -5.06731], [-3.68243, -0.07866, -5.05937], [-2.21136, 0.36703, -6.05380], [0.50960, 1.57221, -3.63850], [0.16412, 0.73787, -5.24699], [0.80709, -0.19782, -3.98053], [-1.24769, -2.10427, -2.59878], [-1.27938, -2.15327, -4.42996], [-2.84070, -1.95931, -3.51211], [-4.51555, 3.93439, 8.03440], [-4.05524, 4.82668, 7.12197], [-3.21947, 5.72968, 7.79852], [-5.08668, 5.57802, 6.57384], [-3.36085, 4.08765, 6.04549], [-2.03393, 4.42281, 5.62631], [-1.37657, 3.64834, 4.73258], [-2.04308, 2.57706, 4.08241], [-3.28687, 2.19778, 4.57422], [-3.97705, 2.95206, 5.49429], [-1.53654, 1.91869, 2.99684], [-1.14730, 1.34099, 1.91357], [-1.58248, 5.26793, 6.13200], [-0.36482, 3.84438, 4.42920], [-3.76235, 1.36369, 4.09509], [-4.98301, 2.69747, 5.67413], [1.93939, -0.04103, -1.20337], [2.91934, 1.27009, -1.57043], [3.11054, 1.72982, -2.81332], [4.06344, 2.84894, -2.77933], [4.51633, 2.91758, -1.32199], [3.66604, 1.90907, -0.68119], [2.65603, 1.31459, -3.62713], [3.62311, 3.79969, -3.08062], [4.91463, 2.72412, -3.45569], [4.35517, 3.89041, -0.87841], [5.60228, 2.65185, -1.25156], [3.61032, 1.81376, 0.32597], [1.53111, 4.21777, 3.43102], [2.29080, 4.16607, 2.19371], [3.73518, 4.01854, 2.30179], [1.76164, 2.97145, 1.27121], [1.07840, 3.36754, 0.18622], [0.32013, 2.61805, -0.53453], [1.19874, 4.86705, -0.12017], [0.64867, 5.70377, -1.10476], [0.72447, 7.03686, -0.97852], [1.39855, 7.61189, 0.16691], [1.83119, 6.80052, 1.19315], [1.72686, 5.41214, 1.04822], [0.03537, 5.25621, -1.94133], [0.26813, 7.72094, -1.72176], [1.47654, 8.70841, 0.16320], [2.33923, 7.19961, 2.13056], [1.22775, -4.02687, 3.01289], [2.24428, -3.35713, 2.12548], [2.33382, -1.83868, 2.45615], [3.60538, -4.04768, 2.22471], [1.88680, -3.47305, 0.74752], [0.65451, -3.76194, -0.34492], [-0.85912, -2.38077, 0.07843], [1.25688, -3.42995, -1.86593], [2.13746, -4.08693, -2.83695], [3.48913, -4.25732, -2.13906], [1.47048, -5.36350, -3.30649], [2.25453, -3.05668, -3.96353], [0.23287, -5.34813, -0.29340], [-0.50169, -6.46509, 0.29890], [-1.64667, -5.97134, 1.19340], [0.58851, -7.27121, 1.03026], [-1.08060, -7.24474, -0.88661], [1.49365, -3.75888, 4.04227], [1.26083, -5.10688, 2.95180], [0.19587, -3.67663, 2.80542], [2.76443, -1.77463, 3.49855], [1.34977, -1.35311, 2.43221], [2.99055, -1.26657, 1.70388], [4.16370, -3.73160, 3.13169], [4.10232, -3.77864, 1.27936], [3.55409, -5.15691, 2.27562], [3.30821, -4.85927, -1.24260], [3.85461, -3.31037, -1.83852], [4.23849, -4.68034, -2.85739], [1.28336, -5.98384, -2.45355], [2.06747, -5.88510, -4.06706], [0.49603, -5.11997, -3.78799], [2.46457, -2.08640, -3.53312], [1.29141, -3.01898, -4.52905], [3.05932, -3.33437, -4.63428], [-1.31287, -5.52592, 2.17171], [-2.18915, -6.84913, 1.50756], [-2.22289, -5.15483, 0.71579], [0.92842, -6.73900, 1.92670], [1.53888, -7.37875, 0.39912], [0.23147, -8.22522, 1.37691], [-1.70339, -6.63228, -1.57915], [-1.62492, -8.15926, -0.56300], [-0.22097, -7.52174, -1.48835]]
}

Record 3
{
  "formula": "C24H43AuN2P3SSe",
  "method": "ωB97M-V/def2-TZVPD",
  "e_tot_ev": -136279.078,
  "homo_ev": [-14.6, -14.5],
  "lumo_ha": [-0.3119, -0.4551],
  "total_charge": 3,
  "homo_lumo_gap_ev": [6.1, 2.1],
  "fmax_ev_per_a": 2.94,
  "multiplicity": 3,
  "elements": ["Au", "P", "P", "P", "H", "C", "C", "H", "C", "C", "C", "C", "C", "C", "C", "C", "C", "H", "H", "H", "H", "H", "H", "H", "H", "H", "H", "H", "H", "H", "H", "H", "H", "H", "H", "H", "H", "H", "H", "H", "H", "H", "H", "H", "H", "H", "C", "C", "C", "C", "C", "C", "Se", "H", "H", "H", "H", "H", "H", "N", "C", "N", "C", "C", "C", "C", "C", "C", "S", "H", "H", "H", "H", "H", "H"],
  "xyz": [[-1.08239, -0.29883, -0.22761], [-3.45148, -0.39098, -0.39134], [-0.10427, -2.56190, -0.13686], [-0.36389, 2.00535, -0.07811], [3.23208, -1.24599, -1.27538], [3.49797, -0.31963, -0.73953], [3.14893, -0.18135, 0.55936], [2.74857, -1.01976, 1.12542], [-4.15627, -0.19188, -2.06390], [-4.05918, -2.01529, 0.12116], [-4.05837, 0.92712, 0.69447], [1.59287, -3.25465, 0.01225], [-0.75384, -3.38385, 1.35222], [-0.75217, -3.60075, -1.50419], [1.30416, 2.76452, -0.07871], [-0.95663, 2.62046, 1.53002], [-1.22075, 3.02280, -1.33369], [3.96886, 0.51881, -1.26195], [3.23493, 0.80400, 1.02924], [-5.25177, -0.27812, -2.09026], [-3.71896, -0.95910, -2.71839], [-3.84522, 0.77364, -2.47337], [-5.13699, -2.07663, -0.10054], [-3.90332, -2.20891, 1.19623], [-3.55297, -2.80709, -0.44989], [-5.15033, 0.90721, 0.82630], [-3.77168, 1.92007, 0.31799], [-3.58470, 0.79187, 1.67185], [1.50991, -4.32228, -0.24491], [1.93065, -3.16852, 1.05376], [2.31971, -2.77226, -0.64471], [-0.29320, -4.38349, 1.40806], [-1.84674, -3.47225, 1.29989], [-0.43396, -2.80228, 2.23274], [-0.38819, -4.63461, -1.38373], [-0.38412, -3.18449, -2.45445], [-1.84965, -3.59108, -1.50734], [1.16521, 3.83302, -0.31374], [1.94826, 2.30164, -0.83702], [1.76718, 2.67118, 0.91570], [-0.80149, 3.70979, 1.55415], [-0.37109, 2.13625, 2.32698], [-2.01931, 2.37513, 1.65049], [-0.87843, 4.06691, -1.23402], [-2.31018, 2.96292, -1.19406], [-0.95905, 2.64652, -2.33610], [1.25495, -0.09604, -4.54798], [2.62251, -0.30710, -4.35410], [3.49594, -0.33593, -5.45265], [3.00941, -0.07277, -6.74417], [1.65359, 0.22376, -6.93401], [0.79225, 0.24147, -5.83652], [-0.09951, -0.44650, -3.18346], [0.61309, -0.13732, -1.84044], [2.99833, -0.47034, -3.34403], [4.55759, -0.56542, -5.31739], [3.68296, -0.09204, -7.60593], [1.26423, 0.43215, -7.93850], [-0.25901, 0.48104, -5.97047], [-2.09145, -0.71540, 3.58965], [-0.93257, -0.18949, 4.04670], [0.23064, -0.01658, 3.44159], [1.11100, 0.75080, 4.22078], [2.36880, 1.26014, 3.84108], [2.99861, 2.20834, 4.65557], [2.42835, 2.59800, 5.87714], [1.21119, 2.05679, 6.29378], [0.56186, 1.15126, 5.47033], [-0.99929, 0.43005, 5.71216], [-2.78045, -0.89152, 4.32052], [-2.10170, -1.31016, 2.76965], [2.83255, 0.88972, 2.92362], [3.94920, 2.65828, 4.36573], [2.94228, 3.31745, 6.50774], [0.72595, 2.31420, 7.22911]]
}